No. 1
{"formula": "C3H7NO4S", "method": "the ωB97M-V functional and the def2-TZVPD basis", "species": ["N", "C", "O", "C", "C", "O", "H", "H", "H", "H", "H", "O", "S", "O", "H", "H"], "xyz": [[-2.9413, -0.4620, -0.0565], [-1.6772, -0.0132, 0.4137], [-0.4426, -0.7815, 0.3078], [-0.5803, 0.2899, -0.5829], [0.3213, 1.4558, -0.3030], [0.8396, 1.5788, 0.7653], [-3.3170, -1.1949, 0.7081], [-2.9342, -1.0191, -0.9610], [-1.6675, 0.5160, 1.3332], [-0.6713, 0.0083, -1.5978], [0.5874, 2.0960, -1.3174], [3.5578, 0.1852, 0.6702], [2.7691, -0.4362, -0.6552], [1.9787, -1.6863, -0.0991], [3.1909, 0.9687, 1.1242], [0.9867, -1.5055, 0.2502]], "forces_ev_per_a": [[-0.63, -3.45, 1.73], [0.80, -0.23, -2.50], [-0.89, -0.79, 0.39], [-0.70, 0.93, 1.60], [1.08, 0.16, -2.44], [-0.12, 0.93, 0.25], [0.81, 2.21, -2.26], [0.41, 1.12, 1.50], [-0.25, 0.54, 0.57], [-0.35, -0.16, -1.05], [-0.62, -0.90, 2.44], [0.26, -0.11, -0.18], [0.69, 1.19, 0.24], [-2.83, -0.87, 1.34], [-0.62, -0.49, -0.65], [2.96, -0.08, -1.00]], "orbital_gap_ev": 8.46, "smiles": "N[C@H]1O[C@@H]1C=O.OSO", "total_charge": 0, "multiplicity": 1}

=====

No. 2
{"formula": "C6H8", "method": "the ωB97M-V functional and the def2-TZVPD basis", "species": ["C", "C", "C", "C", "C", "C", "H", "H", "H", "H", "H", "H", "H", "H"], "xyz": [[0.9668, -0.6272, 1.0472], [-0.2612, -0.9148, 0.2621], [-1.2166, 0.2557, 0.1178], [-0.3770, 1.2715, -0.6983], [1.0235, 0.8775, -0.8906], [1.0316, -0.5286, -0.4714], [1.0246, 0.2908, 1.6302], [1.5203, -1.4594, 1.4727], [-0.6320, -1.9351, 0.2243], [-1.5017, 0.6739, 1.0916], [-2.1424, -0.0224, -0.3964], [-0.6369, 2.3302, -0.6183], [-0.4605, 1.0434, -1.7954], [1.6616, -1.2554, -0.9754]], "forces_ev_per_a": [[-0.02, 0.02, 0.22], [-0.12, -0.04, 0.02], [0.03, -0.03, -0.04], [0.10, 0.16, 0.02], [-0.24, -0.28, 0.23], [0.26, -0.01, -0.29], [-0.06, -0.11, -0.13], [-0.09, 0.16, -0.08], [0.08, 0.16, -0.02], [0.09, -0.03, -0.19], [0.15, 0.02, 0.05], [0.18, -0.13, 0.07], [-0.33, -0.01, -0.01], [-0.04, 0.12, 0.15]], "orbital_gap_ev": 9.04, "total_charge": 0, "multiplicity": 1}

=====

No. 3
{"formula": "C3H7OS", "method": "the ωB97M-V functional and the def2-TZVPD basis", "species": ["O", "C", "C", "C", "S", "H", "H", "H", "H", "H", "H", "H"], "xyz": [[2.3588, 1.4439, -0.0504], [1.2288, 0.8207, -0.3811], [0.7718, -0.3417, 0.6148], [-0.6634, -0.6185, 0.9254], [-1.7677, -0.6219, -0.5410], [1.2374, 0.2967, -1.3759], [0.3762, 1.5470, -0.2957], [1.3042, -1.2515, 0.3072], [1.1853, 0.0863, 1.5414], [-1.1320, 0.1786, 1.5398], [-0.8277, -1.4011, 1.6712], [-0.8853, -1.1825, -1.3980]], "forces_ev_per_a": [[0.41, -0.58, 0.04], [-0.75, 0.27, 0.57], [1.33, 0.71, 0.52], [-1.32, 1.15, 0.61], [0.22, -0.68, 0.01], [-0.22, 0.45, -0.21], [-0.35, -0.25, -0.68], [-0.04, -0.02, 0.36], [0.31, -0.64, -0.01], [0.49, 0.40, -0.61], [0.12, -0.92, -0.80], [-0.21, 0.11, 0.19]], "orbital_gap_ev": 5.59, "smiles": "[O-]CCCS", "total_charge": -1, "multiplicity": 1}

=====

No. 4
{"formula": "C4H8ClN", "method": "the ωB97M-V functional and the def2-TZVPD basis", "species": ["C", "C", "C", "C", "N", "Cl", "H", "H", "H", "H", "H", "H", "H", "H"], "xyz": [[-0.0873, -1.7571, 0.3761], [-0.7841, -2.2772, -0.8072], [-0.4490, 1.8293, 0.6207], [0.6071, 1.0159, 0.0546], [0.3331, -1.5334, 1.4192], [3.1946, 2.2220, -0.2726], [-1.4701, -3.0113, -0.4800], [-0.0487, -2.5094, -1.5474], [-1.4875, -1.5692, -1.1508], [-0.0550, 2.9256, 0.3439], [-0.2516, 1.8622, 1.6736], [-1.3280, 1.7086, 0.0066], [1.2655, 0.4666, 0.6889], [0.5610, 0.6272, -0.9256]], "forces_ev_per_a": [[-0.78, -0.86, 0.17], [0.71, 1.08, 0.92], [3.06, 2.75, -1.65], [1.48, 0.14, 0.69], [0.25, 0.32, 0.06], [-1.80, -0.62, 0.11], [-0.03, -1.64, 0.22], [0.00, -0.62, -0.60], [-0.36, 1.37, -0.77], [-0.81, -1.82, 0.20], [-1.42, -0.30, 0.76], [-0.81, 0.03, 0.82], [0.45, 0.16, 0.22], [0.05, 0.02, -1.16]], "orbital_gap_ev": [7.27, 7.21], "total_charge": 0, "multiplicity": 1}

=====

No. 5
{"formula": "C20H46O3P4SeZr", "method": "the ωB97M-V functional and the def2-TZVPD basis", "species": ["Zr", "P", "P", "P", "H", "C", "C", "H", "C", "C", "C", "C", "C", "C", "C", "C", "C", "H", "H", "H", "H", "H", "H", "H", "H", "H", "H", "H", "H", "H", "H", "H", "H", "H", "H", "H", "H", "H", "H", "H", "H", "H", "H", "H", "H", "H", "C", "C", "C", "C", "C", "C", "Se", "H", "H", "H", "H", "H", "H", "C", "O", "P", "O", "C", "O", "C", "H", "H", "H", "H", "H", "H", "H", "H", "H"], "xyz": [[0.0262, 0.4224, 0.2895], [0.0383, -1.0076, 2.6322], [2.5505, 1.3068, 0.5247], [-1.6156, -1.4680, -0.5950], [1.5897, 1.5912, -3.0823], [0.6199, 1.0898, -2.9646], [0.0656, 1.1399, -1.6778], [0.6276, 1.9013, -1.0175], [0.8031, -2.6468, 2.9521], [0.8007, -0.0158, 3.9666], [-1.5973, -1.3339, 3.3917], [3.3449, 1.9171, -1.0138], [2.5006, 2.8143, 1.5493], [3.9495, 0.3938, 1.2707], [-1.7697, -1.5133, -2.4175], [-3.3222, -1.1692, -0.0133], [-1.4490, -3.2476, -0.2516], [-0.0024, 0.8674, -3.8545], [-1.0524, 1.1471, -1.5606], [0.7966, -2.8669, 4.0327], [1.8424, -2.6617, 2.5981], [0.2367, -3.4348, 2.4352], [0.4517, -0.3906, 4.9372], [0.5032, 1.0343, 3.8720], [1.8935, -0.0800, 3.9249], [-1.4547, -1.5496, 4.4594], [-2.0736, -2.1980, 2.9141], [-2.2429, -0.4565, 3.2827], [4.1846, 2.5690, -0.7373], [2.6380, 2.4957, -1.6153], [3.7178, 1.0822, -1.6227], [3.0519, 2.6190, 2.4778], [1.4646, 3.0901, 1.7874], [2.9832, 3.6321, 0.9989], [4.7011, 1.1184, 1.6145], [4.4155, -0.2941, 0.5500], [3.6014, -0.1867, 2.1329], [-2.3185, -2.4177, -2.7136], [-0.7690, -1.5322, -2.8671], [-2.2937, -0.6276, -2.7962], [-4.0298, -1.2882, -0.8413], [-3.4291, -0.1635, 0.4120], [-3.5730, -1.8893, 0.7725], [-2.1096, -3.8049, -0.9252], [-1.7164, -3.4722, 0.7854], [-0.4199, -3.5732, -0.4278], [2.2530, -2.1364, -2.9853], [2.3915, -1.2713, -4.0702], [2.0907, -1.7607, -5.3400], [1.7629, -3.1131, -5.5280], [1.6913, -3.9835, -4.4237], [1.9124, -3.4870, -3.1468], [2.6351, -1.5264, -1.1955], [1.3794, -2.3206, -0.7639], [2.6939, -0.2320, -3.9345], [2.1386, -1.0927, -6.2095], [1.5569, -3.4869, -6.5377], [1.4908, -5.0510, -4.5340], [1.8491, -4.1319, -2.2737], [-1.1950, 3.2495, 3.5257], [-0.9099, 3.2749, 2.1141], [-1.5279, 2.2429, 0.9872], [-2.9050, 1.6449, 1.6794], [-3.9790, 2.4796, 2.1218], [-2.0640, 3.3678, -0.0585], [-3.0273, 3.1625, -1.1310], [-0.2752, 3.5038, 4.0582], [-1.5492, 2.2704, 3.8680], [-1.9512, 4.0155, 3.7005], [-4.9155, 2.0474, 1.7608], [-3.8974, 3.5104, 1.7531], [-3.9921, 2.4843, 3.2176], [-3.2711, 2.1093, -1.3418], [-3.9382, 3.6936, -0.8323], [-2.6076, 3.5948, -2.0496]], "forces_ev_per_a": [[1.86, -3.05, 1.52], [0.05, -1.24, 2.03], [2.14, 0.31, 0.04], [-1.13, -1.81, -0.84], [-0.29, -0.68, -0.28], [-1.50, 1.15, 1.15], [1.06, 1.67, -3.70], [-0.42, -0.24, -0.80], [0.39, -0.19, -0.74], [0.21, 0.58, -0.32], [-0.48, 0.35, -0.53], [-0.32, -0.22, -0.34], [-0.58, 0.12, 0.20], [-0.19, -0.65, 0.11], [0.45, 0.49, -0.21], [-0.10, 0.64, 0.39], [0.70, -0.09, 0.38], [0.68, -0.34, 0.56], [0.37, -0.02, -0.18], [-0.12, 0.32, -0.34], [-0.22, -0.12, 0.11], [0.22, 0.20, 0.12], [0.11, 0.01, -0.25], [0.13, -0.06, 0.18], [-0.17, 0.04, 0.04], [0.07, 0.02, -0.31], [0.03, 0.19, 0.11], [-0.09, -0.20, 0.12], [-0.20, -0.18, -0.01], [0.24, 0.21, 0.10], [-0.05, 0.28, 0.23], [-0.21, 0.12, -0.15], [0.33, 0.25, 0.09], [-0.17, -0.12, 0.21], [-0.25, -0.08, -0.16], [-0.16, 0.28, 0.30], [0.20, 0.08, -0.09], [0.08, 0.30, 0.12], [-0.13, -0.20, -0.02], [-0.03, -0.16, 0.06], [0.19, -0.02, 0.06], [-0.19, -0.25, -0.14], [0.08, 0.11, -0.12], [0.02, 0.18, 0.15], [0.05, 0.01, -0.16], [-0.13, -0.14, -0.01], [0.00, -0.16, -0.15], [-0.52, 0.11, 0.13], [-0.05, -0.36, -0.65], [-0.04, 0.19, 0.13], [0.09, 0.21, -0.20], [0.09, 0.48, 0.18], [-1.92, -1.08, 0.35], [1.23, 0.60, 0.16], [0.17, -0.30, -0.09], [0.07, -0.34, 0.40], [0.15, 0.16, 0.46], [-0.03, 0.37, -0.17], [0.08, -0.03, -0.21], [-0.19, 0.09, 0.86], [0.12, -2.09, -2.67], [-5.62, 5.76, 3.23], [3.32, -0.65, -1.59], [-1.21, 0.97, 0.59], [1.47, -1.77, 0.88], [-0.25, 0.12, -0.58], [-0.16, 0.04, -0.19], [-0.02, 0.19, -0.18], [0.09, -0.10, 0.15], [0.22, -0.01, 0.01], [0.13, -0.30, 0.06], [0.04, -0.02, -0.28], [0.12, 0.12, 0.41], [0.23, -0.15, -0.21], [-0.15, 0.06, 0.44]], "orbital_gap_ev": [4.23, 4.23], "total_charge": 4, "multiplicity": 1}

=====

No. 6
{"formula": "C13H28BrN4O11P2", "method": "the ωB97M-V functional and the def2-TZVPD basis", "species": ["O", "C", "O", "C", "C", "N", "C", "C", "O", "Br", "C", "N", "C", "N", "N", "H", "H", "H", "H", "H", "H", "H", "H", "H", "H", "C", "O", "P", "O", "O", "C", "O", "C", "H", "H", "H", "H", "H", "H", "H", "H", "H", "C", "O", "P", "O", "O", "C", "O", "C", "H", "H", "H", "H", "H", "H", "H", "H", "H"], "xyz": [[5.1899, -2.4875, -0.9532], [4.3655, -2.1589, -1.7543], [3.6256, -1.0250, -1.6912], [3.6909, -0.3812, -0.4352], [2.7413, -0.9803, 0.6091], [1.5203, -1.5760, 0.0622], [1.1624, -2.9443, 0.4402], [1.1942, -3.8918, -0.7591], [2.0798, -3.9620, -1.5516], [-0.3870, -5.0202, -0.9563], [0.6845, -0.9537, -0.7394], [-0.4323, -1.4481, -1.2707], [-1.0064, -0.5279, -2.0101], [-0.2660, 0.5720, -1.9442], [0.8030, 0.3140, -1.1765], [4.1672, -2.7750, -2.6328], [4.6841, -0.3189, -0.0039], [3.3976, 0.6533, -0.6129], [3.2921, -1.7452, 1.1431], [2.4384, -0.2681, 1.3783], [1.7624, -3.2815, 1.2759], [0.1357, -2.9155, 0.7968], [-1.9323, -0.6692, -2.5443], [-0.4250, 1.4689, -2.3739], [1.4686, 1.0492, -1.0112], [3.7846, 4.5238, 4.3247], [3.8337, 3.1064, 4.0935], [4.0725, 2.0175, 5.3406], [3.5793, 0.7957, 4.6156], [2.9348, 2.7350, 6.2479], [1.5727, 2.6295, 5.8583], [4.6222, 1.3337, 6.7425], [5.5669, 0.2605, 6.6256], [4.4233, 5.0231, 3.5973], [2.7589, 4.8565, 4.1611], [4.0940, 4.7974, 5.3299], [1.4516, 2.1359, 4.8945], [1.1385, 3.6292, 5.8083], [1.0380, 2.0622, 6.6194], [6.3523, 0.4911, 5.9084], [5.0504, -0.6507, 6.3318], [6.0163, 0.1133, 7.6054], [-7.5190, -2.0659, -3.2754], [-6.1945, -1.5216, -3.4092], [-5.7966, -0.4594, -4.6265], [-4.5328, 0.0755, -4.0050], [-7.0969, 0.4637, -4.3582], [-7.1582, 1.2458, -3.1710], [-5.7030, 0.1971, -6.1386], [-4.5018, -0.0335, -6.8853], [-7.4447, -3.1423, -3.1303], [-7.9704, -1.6331, -2.3825], [-8.1491, -1.8553, -4.1354], [-6.3246, 1.0489, -2.4980], [-8.0951, 1.0339, -2.6547], [-7.1517, 2.2988, -3.4500], [-4.1904, -1.0754, -6.8370], [-3.7087, 0.6103, -6.5103], [-4.7070, 0.2252, -7.9218]], "forces_ev_per_a": [[-0.35, 0.33, 0.32], [0.79, -0.75, -0.19], [0.01, -0.49, 0.16], [-0.64, 1.27, 0.47], [0.07, -0.13, 0.08], [0.78, -1.09, 0.42], [-1.36, 0.41, -0.18], [0.56, -0.54, -0.69], [-0.59, 0.28, 0.62], [0.43, 0.24, 0.25], [-0.18, 0.97, -0.59], [-0.66, -1.84, 0.21], [0.84, -0.21, 0.84], [-1.22, 0.66, -1.18], [0.74, 0.69, 0.44], [-0.34, 0.44, -0.26], [0.20, -0.30, -0.14], [0.13, 0.09, -0.27], [-0.19, -0.36, -0.04], [0.32, 0.40, -0.09], [0.39, -0.15, -0.17], [-0.08, -0.15, 0.08], [-0.12, 0.34, -0.20], [0.11, 0.09, -0.02], [0.20, -0.14, 0.16], [0.08, 0.20, -0.21], [2.69, 0.17, 0.98], [-6.97, -2.93, 0.14], [1.40, 0.58, -0.28], [0.44, 0.23, 0.41], [-0.24, 0.27, -0.09], [2.21, 1.78, -1.20], [0.25, -0.22, 0.13], [0.07, -0.08, 0.04], [-0.01, -0.08, 0.09], [-0.06, -0.01, 0.02], [0.11, -0.04, -0.01], [0.03, 0.01, -0.01], [0.06, -0.04, 0.00], [0.03, -0.09, 0.00], [-0.07, 0.08, -0.14], [-0.03, 0.15, 0.01], [-0.10, -0.27, 0.14], [0.05, -1.21, -2.60], [0.91, 5.90, 4.09], [-0.01, -1.26, -0.70], [-0.12, -0.23, -0.68], [-0.24, 0.03, 0.32], [-0.59, -2.92, -0.06], [0.18, -0.02, -0.29], [0.08, 0.02, -0.08], [0.03, 0.10, -0.06], [-0.01, 0.06, 0.02], [0.06, -0.07, -0.08], [0.01, -0.04, -0.02], [0.05, -0.02, -0.06], [0.08, 0.02, -0.04], [-0.03, -0.06, 0.16], [-0.14, -0.04, 0.05]], "orbital_gap_ev": 8.94, "total_charge": 1, "multiplicity": 1}

=====

no.,F_max (hartree/bohr)
1,0.0761
2,0.0084
3,0.0359
4,0.0861
5,0.1687
6,0.1471